1.
Computed, not measured: a 3-piece molecular cluster, C28H69F3N7O7P4 overall, with ωB97M-V/def2-TZVPD.

## Properties
**Charge**: +1
**Multiplicity**: 1

```
118
Properties=species:S:1:pos:R:3:mulliken_charge:R:1
C 10.38446 1.30426 4.47371 -0.86
C 9.60365 2.14732 3.33758 -0.23
O 8.39045 1.50598 2.84760 -0.40
P 7.05337 1.77207 3.85805 0.96
O 7.31798 1.12687 5.22730 -0.71
C 5.61921 0.77096 3.08102 -0.62
C 4.82702 1.57817 1.93930 -0.68
C 3.24707 1.30545 1.88560 -1.18
P 2.29356 2.05443 3.36086 0.85
C 2.86640 3.83517 3.60370 -0.21
C 2.60422 4.43597 5.07681 -0.06
C 3.39503 5.83206 5.29812 -0.27
C 3.51605 6.71472 3.96059 0.38
O 2.77231 7.72225 3.80288 -0.56
O 4.45557 6.45546 2.92896 -0.49
C 0.44704 1.91640 2.86343 -0.74
C -0.46580 3.08349 3.48164 -0.85
C -0.65657 4.35492 2.53970 0.93
F -2.05599 4.67948 2.53871 -0.30
F -0.29840 4.15194 1.18895 -0.23
F 0.03041 5.50955 2.99634 -0.25
C 2.49081 0.97492 4.91551 -1.01
N 1.17272 0.59508 5.54463 -0.23
C 1.29921 0.68632 7.03851 -0.85
O 6.51180 3.38630 3.92334 -0.24
C 7.05155 4.11006 5.06634 -0.30
C 6.28850 3.83604 6.45815 -0.72
H 11.51467 1.41599 4.26995 0.36
H 10.13239 0.19307 4.47912 0.23
H 10.21670 1.74606 5.52393 0.22
H 9.44308 3.22449 3.67645 0.20
H 10.32625 2.18961 2.43597 0.33
H 6.13460 -0.11840 2.56929 0.45
H 4.97454 0.36733 3.92838 0.16
H 5.03407 2.71231 1.93959 0.31
H 5.25036 1.20540 0.92884 0.50
H 2.97684 0.20460 1.71692 0.44
H 2.84733 1.87786 0.96077 0.48
H 2.37135 4.49218 2.81222 0.55
H 4.01433 3.85171 3.45340 -0.32
H 2.91520 3.62092 5.82385 0.09
H 1.49648 4.67166 5.25636 0.34
H 2.81856 6.42493 6.09892 0.39
H 4.45456 5.70130 5.70186 -0.04
H 5.02362 5.69054 3.20661 0.34
H 0.00280 0.91782 3.24032 0.45
H 0.42620 1.84616 1.71993 0.50
H -0.07655 3.36823 4.51403 0.26
H -1.51212 2.62826 3.64922 0.46
H 2.95953 -0.02444 4.56511 0.55
H 3.21457 1.46603 5.64813 0.21
H 1.05199 -0.42315 5.36395 0.29
H 1.30087 1.79264 7.31530 0.28
H 0.36766 0.21886 7.50108 0.33
H 2.21510 0.12848 7.46201 0.30
H 8.16784 3.96903 5.24483 0.22
H 6.89958 5.23420 4.83201 0.43
H 7.01748 3.22046 7.10979 0.35
H 5.36227 3.19228 6.25456 -0.06
H 6.04009 4.80868 7.03005 0.30
O -0.85669 0.42274 -2.85137 -0.82
P -2.27087 -0.00103 -2.41869 0.90
N -2.09093 0.75700 -0.87866 0.14
C -2.47881 0.26442 0.42918 -0.57
C -2.03012 2.21930 -0.90255 -0.69
N -1.84375 -1.67100 -2.28506 0.33
C -1.96341 -2.48036 -1.08482 -1.21
C -0.67780 -2.13482 -3.03789 -1.09
N -3.93298 -0.47072 -2.00756 -0.06
C -4.53138 -1.34592 -3.05130 -1.10
C -4.87522 0.66569 -1.90112 -1.13
H -3.55844 0.12523 0.54493 0.33
H -2.16617 0.94699 1.22750 0.11
H -1.98114 -0.67030 0.67842 0.16
H -3.01266 2.66549 -1.09319 0.28
H -1.35502 2.57317 -1.68571 0.33
H -1.64761 2.63388 0.03289 -0.06
H -1.12422 -2.31409 -0.40099 0.27
H -1.97028 -3.54606 -1.34143 0.42
H -2.90375 -2.31358 -0.55844 0.38
H 0.25879 -1.85686 -2.54375 0.29
H -0.67756 -1.72333 -4.04967 0.32
H -0.68843 -3.22363 -3.15645 0.33
H -4.55315 -0.84220 -4.02365 0.34
H -5.55256 -1.62955 -2.77981 0.53
H -3.99103 -2.28388 -3.17464 0.17
H -4.82678 1.31041 -2.78429 0.41
H -4.68496 1.27747 -1.01924 0.32
H -5.90419 0.31502 -1.78289 0.35
O -4.52067 -7.24685 -6.36497 -0.77
P -5.05181 -5.98478 -7.06627 0.84
N -5.14905 -5.12363 -5.57428 0.02
C -6.20352 -4.25084 -5.09400 -0.71
C -3.86488 -4.80407 -4.95064 -1.15
N -6.58768 -6.69656 -7.41419 0.21
C -7.87565 -6.18066 -6.98252 -1.21
C -6.66540 -8.15759 -7.44808 -0.99
N -5.60325 -4.54467 -7.94776 -0.12
C -5.83509 -4.83541 -9.38851 -1.05
C -4.63088 -3.42975 -7.95408 -0.91
H -6.34184 -3.35227 -5.70492 0.28
H -6.01181 -3.90516 -4.07291 0.37
H -7.15764 -4.76616 -5.01556 0.17
H -3.34662 -3.99178 -5.47441 0.29
H -3.19911 -5.67072 -4.95517 0.35
H -3.97336 -4.51386 -3.90179 0.40
H -8.09395 -6.45754 -5.94626 0.32
H -8.67941 -6.58844 -7.60659 0.42
H -7.95409 -5.09909 -7.09723 0.36
H -6.69720 -8.58373 -6.44048 0.30
H -5.81248 -8.58149 -7.98286 0.31
H -7.55655 -8.49595 -7.98757 0.31
H -4.91988 -5.19621 -9.87008 0.37
H -6.17759 -3.93872 -9.91358 0.39
H -6.61188 -5.58274 -9.54741 0.32
H -3.63904 -3.76472 -8.27420 0.37
H -4.53493 -2.96141 -6.97431 0.11
H -4.95744 -2.62532 -8.61916 0.40
```



2.
Computed, not measured: a 7-piece molecular cluster, C28H73N3O12 overall, with ωB97M-V/def2-TZVPD.

## Properties
**SMILES**: COCCNCCOC.COCCNCCOC.COCCNCCOC.CC(C)O.CC(C)O.OCCO.OCCO
**Multiplicity**: 1

```
116
Properties=species:S:1:pos:R:3:mulliken_charge:R:1
C 4.15607 -3.22893 5.36039 -0.80
O 3.69029 -2.67021 4.15982 -0.21
C 3.24192 -3.65300 3.23302 -0.54
C 4.33271 -4.18335 2.32012 -0.90
N 4.64031 -3.29327 1.20934 0.00
C 5.47687 -2.14459 1.60035 -0.76
C 5.49183 -1.17891 0.44100 -0.02
O 6.37293 -1.62985 -0.56690 -0.47
C 6.27830 -0.79323 -1.68918 -0.69
H 3.32085 -3.52444 6.01596 0.27
H 4.63237 -2.46588 5.97424 0.26
H 4.75805 -4.12831 5.22506 0.32
H 2.45716 -3.21954 2.60718 0.15
H 2.71248 -4.44266 3.77740 0.48
H 3.95590 -5.14387 1.95002 0.42
H 5.23414 -4.47981 2.87806 0.45
H 5.12517 -3.86695 0.52811 0.22
H 6.51419 -2.42092 1.82816 0.24
H 5.04409 -1.70067 2.49395 0.52
H 5.81554 -0.18731 0.77446 0.07
H 4.45001 -1.06465 0.12122 0.16
H 6.97789 -1.09105 -2.46937 0.31
H 6.53095 0.24541 -1.44218 0.27
H 5.29522 -0.73523 -2.16900 0.27
C -7.36016 6.03996 -4.72376 -0.73
O -7.28790 4.68203 -4.31996 -0.30
C -6.18557 4.07169 -4.94653 -0.60
C -6.01106 2.62880 -4.48361 -0.67
N -5.67823 2.57231 -3.08433 -0.27
C -5.62771 1.21450 -2.56340 -0.72
C -5.50329 1.20142 -1.03453 0.13
O -6.63523 1.75920 -0.45998 -0.40
C -6.57729 1.86067 0.94314 -0.74
H -6.40217 6.54985 -4.61550 0.32
H -8.07960 6.56531 -4.09446 0.25
H -7.75830 6.09033 -5.74105 0.28
H -5.23761 4.59695 -4.79617 0.38
H -6.34604 3.99530 -6.03221 0.38
H -5.17734 2.21956 -5.05953 0.32
H -6.93467 2.08150 -4.73462 0.35
H -6.41293 2.97142 -2.50238 0.26
H -4.93632 0.56371 -3.10771 0.29
H -6.59523 0.74212 -2.83254 0.42
H -4.61942 1.77896 -0.71226 -0.29
H -5.28456 0.17187 -0.71686 0.51
H -6.35013 0.88566 1.38291 0.28
H -7.49049 2.31699 1.31285 0.27
H -5.76279 2.55517 1.19834 0.29
C -1.55271 1.82096 0.71097 -0.84
O -0.83733 0.90938 -0.11951 0.11
C 0.15171 0.20670 0.61057 -0.72
C 1.15318 1.04799 1.42254 -1.01
N 2.08838 1.76076 0.54136 0.08
C 2.50840 3.06911 1.04412 -0.48
C 3.81791 3.44257 0.35429 -0.68
O 4.72320 2.37921 0.59881 -0.25
C 5.32944 2.37460 1.88016 -0.69
H -0.93838 2.72144 0.86263 0.19
H -1.79565 1.37155 1.67389 0.42
H -2.34935 2.26486 0.11231 0.10
H 0.71589 -0.25903 -0.21002 0.13
H -0.14686 -0.66243 1.21263 0.51
H 1.71507 0.28869 1.98172 0.30
H 0.66091 1.75772 2.08632 0.56
H 2.89910 1.15489 0.54695 0.15
H 2.64031 3.04401 2.13492 0.28
H 1.71875 3.80220 0.85849 0.30
H 4.18304 4.37994 0.78590 0.40
H 3.67375 3.58258 -0.71334 0.30
H 5.93401 3.27132 2.03142 0.32
H 5.96419 1.49767 1.96665 0.23
H 4.58146 2.30858 2.67464 0.25
C 0.35579 -3.82635 -0.70050 -0.78
C 1.80376 -4.31500 -0.82281 1.53
C 1.91970 -5.82623 -0.66319 -1.57
O 2.19669 -3.92784 -2.14198 -0.59
H -0.07353 -3.92133 -1.69919 0.39
H 0.22737 -2.77496 -0.43258 -0.26
H -0.21516 -4.38087 0.04616 0.35
H 2.40851 -3.78593 -0.08398 -0.41
H 1.70838 -6.11274 0.36910 0.31
H 2.96118 -6.10724 -0.83439 0.36
H 1.26149 -6.32079 -1.37420 0.39
H 3.14286 -3.75714 -2.17271 0.33
C 0.93697 0.41415 5.39882 -1.26
C 0.23196 -0.76959 4.75458 1.71
C -0.34754 -1.80096 5.77887 -1.71
O -0.94529 -0.35667 4.02487 -0.46
H 1.56927 0.12603 6.24013 0.38
H 0.25235 1.21549 5.66689 0.34
H 1.68443 0.79332 4.69442 0.14
H 0.92721 -1.26393 4.07036 -0.61
H 0.25442 -2.03503 6.65940 0.38
H -0.42276 -2.75820 5.25535 0.45
H -1.31667 -1.45697 6.13920 0.43
H -1.51877 -1.11239 4.17471 0.28
O -1.06346 3.74056 -4.09701 -0.55
C -0.31672 2.52704 -4.09377 -0.58
C -0.26990 1.86873 -2.73748 0.46
O 0.37822 2.70851 -1.80403 -0.59
H -0.77259 4.20828 -3.30361 0.32
H -0.72950 1.79354 -4.78666 0.33
H 0.69020 2.79656 -4.43385 0.31
H 0.31819 0.94031 -2.77125 0.12
H -1.27054 1.54383 -2.43524 -0.09
H 0.51703 2.23297 -0.98079 0.10
O -2.36175 -0.90506 -3.73788 -0.51
C -2.25506 -1.92555 -2.74468 -0.67
C -3.11929 -1.57775 -1.52635 0.41
O -4.46461 -1.94003 -1.83427 -0.59
H -3.05756 -1.13002 -4.35943 0.34
H -2.62146 -2.88522 -3.11723 0.47
H -1.21765 -2.06403 -2.44348 0.08
H -3.11535 -0.53513 -1.19600 -0.21
H -2.73125 -2.11241 -0.65346 0.38
H -4.62921 -1.87327 -2.77629 0.31
```



| no. | HOMO (eV) | largest force on an atom (eV Å⁻¹) | Kohn-Sham gap (hartree) |
| --- | --- | --- | --- |
| 1 | -9.27 | 8.74 | 0.246 |
| 2 | -8.34 | 1.82 | 0.322 |